1.
{
  "formula": "C33H36I2N5O4RbS2",
  "method": "ωB97M-V with the def2-TZVPD basis set",
  "lumo_ev": 0.260,
  "total_charge": 0,
  "relative_energy_ev": 0.278,
  "total_energy_ha": -3269.7545,
  "gap_ev": 7.846,
  "elements": ["Rb", "N", "C", "C", "C", "C", "C", "C", "S", "O", "O", "N", "C", "N", "C", "C", "C", "N", "H", "H", "H", "H", "H", "H", "H", "H", "H", "O", "C", "C", "C", "C", "C", "C", "C", "C", "N", "H", "H", "H", "H", "H", "H", "H", "H", "H", "H", "H", "I", "C", "I", "H", "H", "O", "S", "C", "C", "C", "C", "C", "C", "C", "C", "C", "C", "C", "C", "C", "C", "H", "H", "H", "H", "H", "H", "H", "H", "H", "H", "H", "H", "H", "H"],
  "positions_angstrom": [[1.500, 0.144, 1.615], [-1.036, 8.905, 2.813], [-0.615, 7.593, 2.627], [0.406, 7.302, 1.718], [0.860, 6.007, 1.569], [0.299, 4.986, 2.327], [-0.715, 5.259, 3.228], [-1.167, 6.558, 3.382], [0.870, 3.341, 2.090], [0.382, 2.528, 3.200], [2.317, 3.394, 1.974], [0.367, 2.801, 0.677], [-0.934, 2.515, 0.471], [-1.161, 1.721, -0.612], [-2.423, 1.425, -0.886], [-3.489, 1.871, -0.123], [-3.152, 2.671, 0.964], [-1.913, 2.998, 1.271], [-0.870, 9.528, 2.041], [-1.959, 9.010, 3.203], [0.846, 8.102, 1.134], [1.652, 5.777, 0.868], [-1.146, 4.446, 3.793], [-1.955, 6.777, 4.093], [-2.588, 0.797, -1.757], [-4.511, 1.621, -0.363], [-3.925, 3.068, 1.617], [1.294, 0.155, -1.072], [1.790, -0.432, -2.267], [3.247, -0.070, -2.517], [4.128, -0.312, -1.285], [4.018, -1.701, -0.708], [4.423, -2.819, -1.433], [4.298, -4.075, -0.867], [3.760, -4.186, 0.408], [3.379, -3.024, 1.055], [3.509, -1.810, 0.524], [0.736, 0.937, -1.237], [1.168, -0.155, -3.125], [1.711, -1.516, -2.147], [3.335, 0.983, -2.794], [3.596, -0.661, -3.371], [3.852, 0.397, -0.509], [5.168, -0.104, -1.547], [4.835, -2.696, -2.426], [4.616, -4.956, -1.411], [3.635, -5.147, 0.887], [2.937, -3.069, 2.044], [5.521, 1.421, 1.972], [5.173, 3.401, 1.305], [4.774, 3.587, -0.762], [6.070, 3.965, 1.519], [4.292, 3.747, 1.828], [0.213, -2.459, 1.112], [-1.115, -1.961, 0.615], [-1.117, -2.113, -1.192], [-0.721, -3.457, -1.723], [-1.623, -4.185, -2.496], [-1.278, -5.426, -3.011], [-0.025, -5.957, -2.752], [0.880, -5.238, -1.984], [0.541, -3.995, -1.474], [-2.307, -3.268, 1.019], [-3.678, -2.947, 0.506], [-4.302, -1.753, 0.859], [-5.561, -1.449, 0.364], [-6.212, -2.336, -0.481], [-5.599, -3.530, -0.830], [-4.336, -3.832, -0.342], [-0.438, -1.315, -1.485], [-2.127, -1.837, -1.503], [-2.602, -3.769, -2.703], [-1.988, -5.973, -3.618], [0.249, -6.925, -3.152], [1.863, -5.645, -1.780], [1.250, -3.448, -0.867], [-2.278, -3.324, 2.109], [-1.903, -4.197, 0.613], [-3.800, -1.054, 1.518], [-6.036, -0.518, 0.645], [-7.196, -2.099, -0.863], [-6.104, -4.230, -1.483], [-3.855, -4.762, -0.618]]
}


2.
{
  "formula": "C54H129N7O3",
  "method": "ωB97M-V with the def2-TZVPD basis set",
  "lumo_ev": 0.559,
  "total_charge": 0,
  "relative_energy_ev": 3.567,
  "smiles": "CCN(CC)CC.CCN(CC)CC.CCN(CC)CC.CCN(CC)CC.CCN(CC)CC.CCN(CC)CC.CCN(CC)CC.C1CCOC1.C1CCOC1.C1CCOC1",
  "total_energy_ha": -2743.6115,
  "gap_ev": 8.639,
  "elements": ["C", "C", "C", "O", "C", "H", "H", "H", "H", "H", "H", "H", "H", "C", "C", "C", "O", "C", "H", "H", "H", "H", "H", "H", "H", "H", "C", "C", "C", "O", "C", "H", "H", "H", "H", "H", "H", "H", "H", "C", "C", "N", "C", "C", "C", "C", "H", "H", "H", "H", "H", "H", "H", "H", "H", "H", "H", "H", "H", "H", "H", "C", "C", "N", "C", "C", "C", "C", "H", "H", "H", "H", "H", "H", "H", "H", "H", "H", "H", "H", "H", "H", "H", "C", "C", "N", "C", "C", "C", "C", "H", "H", "H", "H", "H", "H", "H", "H", "H", "H", "H", "H", "H", "H", "H", "C", "C", "N", "C", "C", "C", "C", "H", "H", "H", "H", "H", "H", "H", "H", "H", "H", "H", "H", "H", "H", "H", "C", "C", "N", "C", "C", "C", "C", "H", "H", "H", "H", "H", "H", "H", "H", "H", "H", "H", "H", "H", "H", "H", "C", "C", "N", "C", "C", "C", "C", "H", "H", "H", "H", "H", "H", "H", "H", "H", "H", "H", "H", "H", "H", "H", "C", "C", "N", "C", "C", "C", "C", "H", "H", "H", "H", "H", "H", "H", "H", "H", "H", "H", "H", "H", "H", "H"],
  "positions_angstrom": [[5.648, 1.451, -5.697], [5.781, 2.379, -4.478], [4.498, 3.207, -4.638], [4.183, 3.199, -6.033], [5.026, 2.298, -6.769], [4.988, 0.630, -5.413], [6.641, 1.054, -5.922], [6.524, 3.172, -4.589], [5.902, 1.727, -3.618], [4.661, 4.215, -4.265], [3.709, 2.690, -4.080], [5.724, 2.870, -7.386], [4.425, 1.674, -7.433], [5.656, -8.948, -12.556], [5.491, -7.801, -11.543], [3.987, -7.465, -11.603], [3.386, -8.459, -12.429], [4.318, -8.919, -13.358], [5.584, -9.904, -12.039], [6.501, -8.897, -13.237], [5.926, -6.902, -11.990], [5.895, -8.031, -10.564], [3.653, -6.540, -12.089], [3.452, -7.458, -10.649], [4.339, -8.379, -14.317], [4.154, -9.925, -13.758], [8.449, 0.781, -12.514], [7.402, 1.132, -13.531], [6.124, 1.107, -12.643], [6.546, 1.272, -11.306], [7.961, 1.388, -11.198], [9.444, 1.159, -12.759], [8.539, -0.301, -12.376], [7.250, 0.477, -14.391], [7.498, 2.114, -14.001], [5.571, 0.181, -12.818], [5.493, 1.927, -12.995], [8.295, 0.780, -10.361], [8.393, 2.394, -11.236], [5.510, -1.708, -3.522], [6.253, -2.604, -2.505], [5.723, -3.964, -2.502], [6.669, -4.966, -1.984], [7.644, -5.348, -3.098], [4.444, -4.029, -1.822], [3.592, -5.245, -2.160], [5.709, -2.074, -4.531], [5.980, -0.726, -3.609], [4.476, -1.689, -3.196], [7.296, -2.659, -2.820], [6.233, -2.155, -1.503], [7.229, -4.509, -1.157], [6.102, -5.808, -1.601], [8.204, -4.457, -3.403], [8.402, -6.073, -2.797], [7.176, -5.646, -4.036], [3.819, -3.156, -2.030], [4.572, -3.903, -0.730], [2.662, -5.191, -1.587], [4.049, -6.179, -1.827], [3.330, -5.339, -3.212], [8.238, -2.746, -15.909], [7.978, -3.555, -17.159], [7.380, -4.898, -16.967], [8.232, -5.757, -16.147], [9.657, -5.891, -16.694], [6.015, -4.756, -16.479], [5.226, -6.060, -16.636], [7.673, -2.819, -14.982], [8.319, -1.679, -16.151], [9.289, -2.874, -15.607], [7.266, -3.022, -17.792], [8.895, -3.708, -17.727], [8.243, -5.461, -15.089], [7.784, -6.752, -16.212], [10.063, -6.754, -16.169], [9.652, -6.152, -17.753], [10.258, -4.994, -16.558], [5.569, -3.979, -17.099], [5.826, -4.496, -15.425], [5.439, -6.754, -15.819], [5.254, -6.533, -17.615], [4.168, -5.836, -16.446], [6.252, -1.355, -8.091], [6.493, -1.820, -9.527], [6.229, -3.223, -9.746], [7.217, -4.124, -9.152], [6.616, -5.434, -8.717], [5.745, -3.583, -11.087], [6.777, -3.779, -12.178], [5.211, -1.038, -8.030], [6.874, -0.478, -7.896], [6.483, -2.089, -7.321], [5.877, -1.199, -10.185], [7.485, -1.505, -9.906], [7.537, -3.634, -8.229], [8.108, -4.207, -9.787], [5.981, -5.383, -7.827], [7.431, -6.064, -8.346], [5.979, -5.928, -9.450], [5.167, -4.488, -10.867], [4.984, -2.855, -11.375], [7.488, -2.949, -12.117], [7.322, -4.707, -11.983], [6.366, -3.817, -13.186], [12.363, -10.421, -11.693], [11.929, -9.097, -11.086], [11.182, -8.192, -11.937], [11.067, -6.828, -11.384], [10.264, -6.679, -10.130], [9.890, -8.749, -12.351], [9.363, -7.931, -13.526], [11.627, -10.999, -12.255], [12.782, -11.067, -10.925], [13.104, -10.214, -12.474], [11.356, -9.370, -10.179], [12.833, -8.646, -10.668], [12.122, -6.594, -11.186], [10.870, -6.121, -12.193], [10.293, -5.674, -9.713], [9.204, -6.929, -10.255], [10.612, -7.446, -9.434], [9.149, -8.778, -11.539], [10.102, -9.770, -12.663], [8.563, -8.504, -14.004], [10.181, -7.953, -14.245], [8.975, -6.975, -13.188], [12.826, 1.458, -10.886], [13.147, 0.213, -11.680], [12.115, -0.809, -11.564], [12.140, -1.542, -10.294], [10.786, -1.546, -9.584], [12.105, -1.610, -12.757], [10.991, -2.675, -12.809], [13.551, 2.254, -11.077], [12.968, 1.266, -9.820], [11.812, 1.776, -11.118], [13.531, 0.429, -12.684], [14.129, -0.212, -11.378], [12.639, -2.502, -10.474], [12.822, -0.999, -9.632], [10.432, -0.533, -9.417], [10.031, -2.046, -10.197], [10.940, -2.210, -8.730], [13.047, -2.160, -12.958], [12.038, -0.891, -13.579], [11.187, -3.387, -12.003], [10.987, -3.214, -13.754], [10.006, -2.257, -12.594], [2.885, -5.765, -7.909], [2.220, -7.117, -8.053], [1.340, -7.443, -6.951], [0.474, -8.566, -7.288], [1.170, -9.910, -7.592], [1.982, -7.546, -5.631], [1.364, -6.644, -4.572], [3.527, -5.518, -8.762], [3.511, -5.682, -7.021], [2.130, -4.977, -7.955], [1.765, -7.146, -9.049], [2.981, -7.912, -8.184], [-0.227, -8.679, -6.456], [-0.183, -8.325, -8.125], [1.444, -9.932, -8.648], [2.118, -10.065, -7.070], [0.561, -10.776, -7.333], [3.044, -7.401, -5.834], [1.863, -8.599, -5.347], [1.731, -5.641, -4.793], [1.733, -6.898, -3.576], [0.282, -6.741, -4.538], [2.175, -4.150, -12.454], [1.126, -3.084, -12.128], [-0.043, -3.528, -11.391], [-0.692, -4.708, -12.000], [-1.528, -4.292, -13.208], [0.196, -3.753, -9.962], [0.610, -2.500, -9.202], [2.967, -3.656, -13.032], [1.904, -4.983, -13.103], [2.642, -4.518, -11.539], [1.704, -2.327, -11.592], [0.793, -2.534, -13.013], [-1.389, -5.049, -11.232], [-0.009, -5.526, -12.236], [-2.204, -3.479, -12.943], [-2.175, -5.141, -13.438], [-0.885, -3.964, -14.023], [-0.732, -4.097, -9.504], [0.937, -4.554, -9.832], [0.946, -2.646, -8.179], [1.432, -1.998, -9.723], [-0.190, -1.758, -9.261]]
}


3.
{
  "formula": "C6H9NO2",
  "method": "ωB97M-V with the def2-TZVPD basis set",
  "lumo_ev": 0.276,
  "total_charge": 0,
  "relative_energy_ev": 3.558,
  "smiles": "N#CC#CCCCO.O",
  "total_energy_ha": -439.1456,
  "gap_ev": 10.719,
  "elements": ["O", "C", "C", "C", "C", "C", "C", "N", "H", "H", "H", "H", "H", "H", "H", "O", "H", "H"],
  "positions_angstrom": [[2.743, 2.246, -1.189], [1.694, 1.317, -1.044], [1.211, 1.261, 0.396], [0.094, 0.216, 0.529], [-0.457, 0.078, 1.874], [-1.173, -0.275, 2.793], [-2.077, -1.002, 3.563], [-3.031, -1.554, 3.981], [3.102, 2.183, -2.090], [0.851, 1.588, -1.707], [2.033, 0.314, -1.360], [2.051, 0.992, 1.052], [0.835, 2.251, 0.691], [-0.735, 0.456, -0.156], [0.462, -0.773, 0.211], [-2.492, -2.993, -2.822], [-1.947, -3.753, -2.597], [-3.166, -2.553, -2.127]]
}


4.
{
  "formula": "C21H35B2N3O12S2",
  "method": "ωB97M-V with the def2-TZVPD basis set",
  "lumo_ev": 1.878,
  "total_charge": -2,
  "total_energy_ha": -2734.4584,
  "gap_ev": 1.797,
  "elements": ["C", "C", "O", "C", "C", "O", "C", "C", "O", "C", "C", "C", "O", "C", "S", "N", "C", "S", "B", "O", "O", "C", "C", "N", "C", "N", "C", "B", "O", "O", "H", "H", "H", "H", "H", "H", "H", "H", "H", "H", "H", "H", "H", "H", "H", "H", "H", "H", "H", "H", "H", "H", "H", "H", "H", "H", "H", "H", "H", "H", "H", "H", "H", "C", "C", "C", "O", "C", "C", "C", "O", "O", "O", "H", "H"],
  "positions_angstrom": [[-4.204, -0.784, -4.058], [-2.857, 0.008, -4.129], [-2.920, 1.205, -3.295], [-1.625, 1.449, -2.782], [-1.562, 2.787, -1.990], [-0.244, 2.909, -1.446], [-0.260, 3.247, -0.064], [-0.620, 1.987, 0.779], [0.468, 1.576, 1.651], [0.028, 0.392, 2.309], [0.532, 0.265, 3.777], [1.918, 0.945, 4.022], [2.910, 0.563, 3.060], [3.901, -0.277, 3.571], [3.279, -1.978, 4.043], [4.710, 0.371, 4.683], [4.690, -0.300, 5.678], [4.717, -0.940, 7.132], [4.959, -0.560, 2.363], [6.324, -0.274, 2.542], [4.584, -1.117, 1.152], [5.379, -2.287, 0.898], [6.535, -2.053, -0.109], [-0.430, 0.680, 4.817], [-1.434, -0.362, 5.119], [-2.156, 0.037, 6.323], [-1.969, -0.866, 7.470], [-1.024, 1.995, 4.574], [-2.385, 2.139, 4.232], [-0.297, 3.203, 4.627], [-4.048, -1.814, -3.673], [-4.896, -0.290, -3.336], [-4.718, -0.830, -5.030], [-2.729, 0.307, -5.200], [-2.017, -0.653, -3.823], [-0.951, 1.561, -3.663], [-1.300, 0.629, -2.100], [-1.703, 3.601, -2.735], [-2.378, 2.863, -1.243], [0.674, 3.718, 0.288], [-1.104, 3.966, 0.069], [-1.476, 2.255, 1.445], [-0.857, 1.123, 0.128], [0.475, -0.466, 1.744], [-1.073, 0.236, 2.236], [0.718, -0.821, 3.943], [1.833, 2.051, 4.020], [2.187, 0.683, 5.070], [2.566, -2.302, 2.918], [6.658, -0.743, 3.325], [5.827, -2.712, 1.824], [4.746, -3.094, 0.472], [6.767, -2.998, -0.651], [7.480, -1.714, 0.354], [6.269, -1.314, -0.895], [-0.912, -1.338, 5.221], [-2.126, -0.459, 4.248], [-3.130, 0.241, 6.141], [-2.915, -1.387, 7.741], [-1.160, -1.604, 7.332], [-1.673, -0.244, 8.348], [-2.632, 1.491, 3.555], [-0.301, 3.501, 5.551], [-3.900, -2.271, -9.170], [-3.283, -2.228, -10.408], [-1.993, -1.381, -10.436], [-1.270, -1.287, -11.434], [-1.622, -0.660, -9.233], [-2.247, -0.695, -8.005], [-3.476, -1.625, -7.950], [-4.114, -1.836, -6.907], [-1.916, -0.063, -6.960], [-3.652, -2.790, -11.467], [-4.810, -2.854, -9.055], [-0.742, -0.035, -9.357]]
}


Number 1: highest occupied orbital energy -7.586 eV. Number 2: highest occupied orbital energy -8.080 eV. Number 3: highest occupied orbital energy -10.442 eV. Number 4: highest occupied orbital energy 0.081 eV.